This record from OMol25 describes a structure of composition C17H37BN2OPtSSi. The level of theory is ωB97M-V with the def2-TZVPD basis set.

Last column: Mulliken charge in e.
CARTESIAN COORDINATES (ANGSTROEM)
1 Pt -0.784 0.486 0.747  0.733
2 S -3.398 1.853 -0.908  -0.389
3 C -2.208 1.219 -0.113  0.189
4 C 2.465 0.717 -1.760  -2.154
5 C 2.195 -0.563 -0.956  2.913
6 C 2.971 -1.709 -1.621  -1.844
7 C 2.824 -0.319 0.424  -2.096
8 Si 0.278 -0.903 -0.826  -1.572
9 C -0.029 -2.725 -0.181  2.630
10 C 0.159 -3.811 -1.251  -1.872
11 C -1.456 -2.868 0.378  -1.811
12 C 0.916 -3.070 0.982  -2.160
13 C -0.515 -0.707 -2.614  2.469
14 C 0.241 -1.443 -3.733  -1.898
15 C -1.952 -1.247 -2.599  -1.979
16 C -0.597 0.765 -3.057  -1.710
17 H 3.524 0.986 -1.651  0.562
18 H 1.871 1.559 -1.396  0.336
19 H 2.269 0.595 -2.824  0.380
20 H 4.023 -1.411 -1.728  0.552
21 H 2.598 -1.955 -2.615  0.248
22 H 2.957 -2.621 -1.025  0.301
23 H 3.900 -0.148 0.293  0.575
24 H 2.704 -1.152 1.115  0.342
25 H 2.401 0.561 0.907  0.354
26 H -0.555 -3.722 -2.068  0.352
27 H 0.001 -4.795 -0.790  0.531
28 H 1.163 -3.811 -1.680  0.261
29 H -2.223 -2.790 -0.392  0.276
30 H -1.673 -2.112 1.135  0.334
31 H -1.554 -3.854 0.850  0.550
32 H 1.963 -3.112 0.683  0.311
33 H 0.650 -4.063 1.366  0.613
34 H 0.830 -2.367 1.808  0.383
35 H 0.365 -2.509 -3.542  0.271
36 H 1.231 -1.020 -3.905  0.288
37 H -0.318 -1.341 -4.672  0.552
38 H -1.991 -2.326 -2.451  0.368
39 H -2.425 -1.034 -3.566  0.552
40 H -2.556 -0.778 -1.825  0.233
41 H 0.376 1.172 -3.325  0.325
42 H -1.027 1.402 -2.292  0.087
43 H -1.235 0.834 -3.947  0.496
44 B 2.113 -0.650 4.417  0.212
45 C 1.142 -0.251 3.225  -0.219
46 N 0.455 0.014 2.337  -0.413
47 H 1.979 0.165 5.306  -0.148
48 H 3.242 -0.634 3.961  -0.144
49 H 1.797 -1.767 4.778  -0.151
50 C -2.538 5.782 1.592  -0.828
51 N -2.291 4.710 2.538  0.106
52 C -3.004 4.624 3.799  -0.841
53 C -1.511 3.660 2.183  0.029
54 O -1.343 2.673 2.865  -0.638
55 H -3.095 6.570 2.093  0.282
56 H -3.121 5.447 0.731  0.292
57 H -1.602 6.212 1.230  0.323
58 H -3.462 5.587 4.014  0.303
59 H -2.314 4.363 4.600  0.277
60 H -3.778 3.854 3.767  0.291
61 H -1.048 3.777 1.189  0.383

- Gap between HOMO and LUMO (alpha / beta): 5.59 / 8.36 eV
- Total charge: -1
- E_LUMO (alpha / beta): 2.5 / 2.4 eV
- Molecular weight: 551.5 g mol⁻¹
- E_HOMO (alpha / beta): -3.1 / -5.9 eV
- Multiplicity: 2
- Relative energy (zero: lowest compared OMol25 entry of this formula, charge and spin): 0.0000 eV